No. 1
8
Properties=species:S:1:pos:R:3 method="wB97M-V/def2-TZVPD" de_lowest_ev=9.080 homo_energy_ev="-16.257 / -16.402" multiplicity=1 charge=+1 orbital_gap_ev="6.70 / 6.72" molar_mass_g_mol=62.0
C 1.074 -0.069 0.016
N 0.211 -1.143 -0.226
O -1.649 0.848 -0.312
O -0.897 -1.266 -0.002
H 0.281 0.727 0.357
H 1.335 0.552 -0.772
H 1.935 -0.516 0.493
H -2.290 0.865 0.447

---

No. 2
9
Properties=species:S:1:pos:R:3 method="wB97M-V/def2-TZVPD" de_lowest_ev=2.237 homo_energy_ev=-4.030 multiplicity=1 charge=-1 orbital_gap_ev=8.24 molar_mass_g_mol=90.1
C -0.640 2.162 -0.539
N 0.217 -0.898 -0.416
O -0.229 2.081 -1.706
O -1.190 3.025 0.202
Si -0.191 0.505 0.233
H 0.710 -0.947 -1.322
H 0.706 -2.710 0.711
H 0.973 -3.365 1.176
H -0.356 0.148 1.660

---

No. 3
9
Properties=species:S:1:pos:R:3 method="wB97M-V/def2-TZVPD" de_lowest_ev=4.772 homo_energy_ev=-4.145 multiplicity=1 charge=-1 orbital_gap_ev=7.43 molar_mass_g_mol=90.1
C -1.695 0.005 -0.159
N -0.362 -0.358 -0.492
O -2.583 -0.640 0.243
O -1.572 1.174 -0.625
Si 1.053 0.314 0.161
H 0.525 -2.182 0.055
H 2.427 -0.074 -0.571
H 1.322 -0.003 1.639
H 0.884 1.763 -0.252

---

No. 4
9
Properties=species:S:1:pos:R:3 method="wB97M-V/def2-TZVPD" de_lowest_ev=7.667 homo_energy_ev="-3.634 / -3.630" multiplicity=1 charge=-1 orbital_gap_ev="6.62 / 6.61" molar_mass_g_mol=90.1
C 1.040 0.663 -0.618
N 0.051 0.472 2.071
O -0.161 1.475 2.757
O -0.123 -0.680 2.474
Si -0.330 -0.301 -1.355
H 1.786 0.015 -0.130
H 0.132 -0.613 -2.741
H -1.514 0.561 -1.559
H -0.882 -1.593 -0.899

---

No. 5
9
Properties=species:S:1:pos:R:3 method="wB97M-V/def2-TZVPD" de_lowest_ev=0.144 homo_energy_ev=-4.568 multiplicity=1 charge=-1 orbital_gap_ev=9.02 molar_mass_g_mol=78.0
N -1.602 0.477 1.210
C -0.406 0.007 0.564
O -0.522 -0.125 -0.693
O 0.565 -0.243 1.269
H -1.825 -0.087 2.016
H -2.396 0.448 0.590
H 1.405 -0.033 -2.736
H 0.886 -0.204 -1.274
O 1.745 -0.185 -1.846

---

No. 6
9
Properties=species:S:1:pos:R:3 method="wB97M-V/def2-TZVPD" de_lowest_ev=5.295 homo_energy_ev="-1.576 / -1.577" multiplicity=1 charge=-1 orbital_gap_ev="5.86 / 5.86" molar_mass_g_mol=78.0
C -0.934 0.197 -0.392
N 1.240 -0.778 -0.122
O 1.740 0.415 0.433
O -0.542 1.326 -0.055
O -1.618 -0.600 0.556
H -1.134 -0.239 -1.379
H 1.717 -0.885 -0.995
H 0.763 0.909 0.461
H -1.232 -0.343 1.494

---

No. 7
9
Properties=species:S:1:pos:R:3 method="wB97M-V/def2-TZVPD" de_lowest_ev=6.218 homo_energy_ev=-3.011 multiplicity=1 charge=-1 orbital_gap_ev=5.18 molar_mass_g_mol=78.0
N 0.154 -0.132 -0.122
C -1.260 -0.610 -0.199
O -1.893 -0.363 -1.466
O -1.949 -1.023 0.788
H 0.920 -0.152 0.627
H 0.310 0.932 -0.466
H -1.504 -1.746 -1.386
H 3.097 1.665 0.942
O 2.126 1.430 1.283

---

No. 8
13
Properties=species:S:1:pos:R:3 method="wB97M-V/def2-TZVPD" de_lowest_ev=0.000 homo_energy_ev="0.078 / -0.726" multiplicity=1 charge=-2 orbital_gap_ev="5.94 / 6.89" molar_mass_g_mol=173.1
C -2.627 0.140 0.932
N -2.649 -0.357 -0.458
O 3.175 -1.907 0.207
O 3.728 0.295 -0.956
O 3.127 0.228 1.524
O 0.150 -0.774 -1.185
O 0.711 1.510 -0.647
P 3.085 -0.415 0.198
S 0.747 0.124 -0.145
H -1.595 0.291 1.207
H -3.223 1.164 1.160
H -2.951 0.440 -1.051
H -1.678 -0.739 -0.787